Record 1
{"formula": "C22H37F5N6OPRhS", "method": "ωB97M-V/def2-TZVPD", "de_lowest_kcal_mol": 0.0, "charge": 2, "homo_ev": [-13.839, -13.837], "orbital_gap_ha": [0.3312, 0.1991], "multiplicity": 5, "e_lumo_ev": [-4.8, -8.4], "s2": 6.03, "total_energy_ha": -2613.2174, "species": ["Rh", "N", "C", "C", "N", "C", "C", "N", "H", "H", "H", "H", "H", "H", "H", "H", "H", "H", "H", "H", "H", "F", "C", "C", "F", "C", "F", "C", "S", "C", "F", "C", "F", "O", "P", "N", "C", "C", "C", "C", "N", "C", "C", "C", "C", "N", "C", "C", "C", "C", "H", "H", "H", "H", "H", "H", "H", "H", "H", "H", "H", "H", "H", "H", "H", "H", "H", "H", "H", "H", "H", "H", "H", "H"], "xyz": [[0.018, 0.044, -0.101], [-0.139, 0.048, 2.166], [-0.879, 1.241, 2.625], [-2.078, 1.485, 1.726], [-1.724, 1.553, 0.297], [-1.387, 2.876, -0.249], [0.092, 3.174, -0.097], [0.881, 2.053, -0.661], [-0.685, -0.792, 2.347], [0.725, -0.054, 2.690], [-0.189, 2.085, 2.609], [-1.219, 1.127, 3.657], [-2.599, 2.394, 2.045], [-2.780, 0.655, 1.832], [-2.506, 1.170, -0.225], [-1.982, 3.672, 0.209], [-1.638, 2.856, -1.313], [0.370, 3.277, 0.951], [0.340, 4.117, -0.588], [1.845, 2.117, -0.343], [0.927, 2.139, -1.673], [6.839, -2.415, 0.552], [5.552, -2.371, 0.339], [4.866, -1.168, 0.570], [5.536, -0.116, 1.000], [3.517, -1.118, 0.346], [2.861, 0.032, 0.579], [2.780, -2.234, -0.109], [1.114, -2.228, -0.378], [3.518, -3.429, -0.327], [2.879, -4.498, -0.753], [4.878, -3.505, -0.111], [5.542, -4.622, -0.321], [-1.694, -1.278, -0.160], [-2.820, -1.367, -1.187], [-2.904, -2.931, -1.637], [-3.896, -3.384, -2.631], [-3.549, -4.857, -2.821], [-3.090, -5.276, -1.430], [-2.278, -4.077, -0.944], [-4.199, -0.790, -0.493], [-4.631, -1.516, 0.726], [-5.843, -0.720, 1.173], [-6.540, -0.428, -0.151], [-5.395, -0.191, -1.144], [-2.484, -0.376, -2.469], [-3.393, 0.159, -3.514], [-2.514, 0.276, -4.755], [-1.117, 0.501, -4.187], [-1.102, -0.432, -2.986], [-3.807, -2.811, -3.557], [-4.916, -3.267, -2.246], [-2.733, -4.952, -3.539], [-4.392, -5.434, -3.192], [-2.503, -6.191, -1.430], [-3.952, -5.431, -0.778], [-1.229, -4.156, -1.236], [-2.327, -3.953, 0.138], [-3.821, -1.543, 1.454], [-4.909, -2.549, 0.486], [-5.525, 0.204, 1.660], [-6.469, -1.272, 1.871], [-7.218, 0.420, -0.106], [-7.123, -1.296, -0.461], [-5.220, 0.873, -1.313], [-5.616, -0.659, -2.102], [-3.784, 1.131, -3.209], [-4.236, -0.506, -3.693], [-2.846, 1.073, -5.417], [-2.537, -0.657, -5.320], [-0.999, 1.538, -3.865], [-0.325, 0.272, -4.897], [-0.391, -0.096, -2.201], [-0.803, -1.450, -3.257]]}



Record 2
{"formula": "C22H37N12O4SV", "method": "ωB97M-V/def2-TZVPD", "de_lowest_kcal_mol": 33.2, "charge": 1, "homo_ev": [-10.448, -11.084], "orbital_gap_ha": [0.3041, 0.3273], "multiplicity": 4, "e_lumo_ev": [-2.2, -2.2], "s2": 3.76, "total_energy_ha": -3160.5209, "species": ["V", "C", "C", "N", "C", "C", "N", "C", "C", "N", "H", "H", "H", "H", "H", "H", "H", "H", "H", "H", "H", "H", "H", "H", "H", "C", "C", "N", "N", "C", "S", "N", "N", "H", "H", "H", "H", "H", "H", "O", "C", "O", "C", "C", "C", "C", "C", "C", "N", "O", "O", "H", "H", "H", "H", "C", "N", "C", "N", "C", "N", "C", "N", "C", "C", "H", "H", "H", "H", "H", "H", "H", "H", "H", "H", "H", "H"], "xyz": [[-0.237, 0.070, 0.712], [-3.111, -0.746, 0.583], [-2.669, -1.335, 1.920], [-1.193, -1.267, 2.067], [-0.755, -0.817, 3.413], [-1.068, 0.678, 3.553], [-0.722, 1.394, 2.295], [-1.718, 2.373, 1.830], [-2.873, 1.659, 1.129], [-2.385, 0.517, 0.302], [-4.193, -0.599, 0.587], [-2.874, -1.445, -0.215], [-3.029, -2.359, 2.008], [-3.121, -0.777, 2.739], [-0.783, -2.177, 1.880], [0.316, -0.980, 3.480], [-1.238, -1.388, 4.207], [-0.523, 1.091, 4.399], [-2.129, 0.828, 3.761], [0.180, 1.861, 2.383], [-1.207, 3.039, 1.133], [-2.103, 2.991, 2.644], [-3.423, 2.368, 0.513], [-3.575, 1.275, 1.870], [-2.511, 0.745, -0.678], [-1.382, 3.551, -4.718], [-0.337, 2.641, -4.186], [0.609, 2.083, -4.870], [1.287, 1.333, -3.946], [0.815, 1.431, -2.700], [1.349, 0.674, -1.295], [-0.237, 2.275, -2.862], [-1.083, 2.696, -1.824], [-1.185, 3.723, -5.772], [-1.373, 4.509, -4.196], [-2.373, 3.111, -4.602], [2.105, 0.819, -4.227], [-0.703, 2.230, -1.002], [-0.919, 3.690, -1.688], [1.885, 1.784, 1.470], [2.262, 0.629, 1.715], [1.563, -0.424, 1.421], [3.516, 0.432, 2.510], [4.493, 1.422, 2.550], [5.608, 1.268, 3.360], [5.744, 0.141, 4.158], [4.757, -0.823, 4.108], [3.651, -0.705, 3.290], [4.879, -2.019, 4.973], [5.913, -2.160, 5.589], [3.898, -2.729, 5.091], [4.365, 2.309, 1.943], [6.373, 2.034, 3.379], [6.593, 0.005, 4.812], [2.918, -1.497, 3.255], [-1.660, -1.661, -2.693], [-1.950, -2.721, -3.653], [-0.744, -2.948, -4.462], [0.408, -3.310, -3.631], [0.643, -2.235, -2.672], [-0.531, -1.984, -1.801], [-0.830, -3.263, -1.120], [-1.110, -4.352, -2.046], [-2.234, -3.952, -2.902], [0.073, -4.537, -2.898], [-2.560, -1.483, -2.100], [-1.414, -0.744, -3.234], [-0.515, -2.041, -5.023], [-0.940, -3.754, -5.169], [0.869, -1.320, -3.217], [1.496, -2.483, -2.041], [-1.698, -3.131, -0.468], [0.034, -3.531, -0.508], [-3.118, -3.792, -2.280], [-2.449, -4.756, -3.606], [-0.129, -5.334, -3.613], [0.920, -4.831, -2.278]]}